# 1
ORCA calculation (ωB97M-V/def2-TZVPD) on C10H14Cl2IrO6 as an isolated structure.

Calculated values
Electronic energy: -1864.94067 Ha
Strongest force on any atom: 0.00502 hartree/bohr
ΔE to the lowest compared entry with this formula, charge and spin: 0.0 kcal/mol
Gap between HOMO and LUMO (alpha / beta): 8.14 / 8.72 eV
E_HOMO (alpha / beta): -15.970 / -16.399 eV

```
! RIJCOSX wB97M-V def2-TZVPD def2/J DEFGRID3
* xyz 2 2
Ir 0.299 0.195 -0.186
Cl -1.820 1.198 0.084
Cl -0.975 1.130 -2.706
O 2.224 -0.716 -0.688
O 4.117 -0.175 -1.916
O 0.528 -0.702 1.939
O 1.545 3.870 1.379
O -0.621 -1.622 -0.339
O 1.260 2.093 -0.084
C -0.393 -2.515 -1.476
C -2.364 1.342 -1.658
C 1.383 2.992 0.673
C 1.532 -1.439 3.893
C 0.059 -1.059 4.180
C 1.838 0.847 3.027
C 0.570 1.173 3.275
C -0.242 -0.078 3.029
C 3.189 -0.431 -1.310
C 1.829 -0.611 2.626
H -3.092 0.556 -1.818
H -1.285 0.022 2.742
H 1.633 -2.501 3.684
H 2.619 -0.982 1.983
H -0.621 -1.941 -2.368
H -0.594 -1.927 4.121
H -0.481 -2.091 0.501
H -0.087 -0.586 5.148
H 2.727 1.426 3.232
H -1.082 -3.350 -1.381
H 2.213 -1.181 4.700
H 0.638 -2.860 -1.482
H -2.778 2.339 -1.768
H 0.189 2.080 3.722
*
```

Atomic partial charges in e from the Mulliken method, atoms 1 to 5:
1. Ir 1.7718
2. Cl -0.0540
3. Cl -0.0405
4. O -0.7549
5. O -0.2210

# 2
ORCA calculation (ωB97M-V/def2-TZVPD) on C10H14Cl2O3S in the gas phase in a non-equilibrium geometry.

Calculated values
Electronic energy: -1933.65780 Ha
SMILES: O=C(Cl)[C@@H]1C[C@H]2C[C@@H]1[C@@H](S(=O)(=O)CCCl)C2
Strongest force on any atom: 0.06750 hartree/bohr
ΔE to the lowest compared entry with this formula, charge and spin: 46.9 kcal/mol
Gap between HOMO and LUMO: 10.29 eV
E_HOMO: -10.071 eV

```
! RIJCOSX wB97M-V def2-TZVPD def2/J DEFGRID3
* xyz 0 1
Cl 2.156 3.733 -3.499
Cl 2.851 -1.649 1.988
S 1.230 0.793 -0.582
O 2.183 1.194 0.379
O 1.815 -3.081 0.237
O 1.718 -0.459 -1.218
C 1.498 -2.268 1.021
C 1.999 3.250 -1.864
C -0.023 -1.860 1.327
C -1.932 -0.494 1.551
C 0.916 2.069 -1.826
C -1.135 -2.389 0.415
C -1.485 -0.045 -0.627
C -0.436 0.508 0.274
C -2.111 -1.227 0.269
C -0.386 -0.411 1.490
H -0.238 -2.159 2.376
H 0.089 -0.049 2.411
H 0.817 1.434 -2.703
H -0.074 2.546 -1.644
H -1.586 -3.281 1.057
H -2.483 0.410 1.797
H 2.950 3.023 -1.353
H -0.986 -0.434 -1.478
H -3.047 -1.560 -0.020
H -0.628 -2.778 -0.539
H -2.169 -1.097 2.350
H -2.230 0.682 -0.844
H -0.766 1.529 0.593
H 1.492 4.070 -1.337
*
```

Atomic partial charges in e from the Mulliken method, atoms 1 to 5:
1. Cl -0.1841
2. Cl -0.1948
3. S 1.3916
4. O -0.7295
5. O -0.4344

# 3
ORCA calculation (ωB97M-V/def2-TZVPD) on C10H14ClN3O4PPd as an isolated structure in a non-equilibrium geometry.

Calculated values
Electronic energy: -1783.88817 Ha
Strongest force on any atom: 0.04527 hartree/bohr
ΔE to the lowest compared entry with this formula, charge and spin: 0.9 kcal/mol
Gap between HOMO and LUMO: 6.53 eV
E_HOMO: -11.299 eV

```
! RIJCOSX wB97M-V def2-TZVPD def2/J DEFGRID3
* xyz 1 1
Pd 0.083 -0.252 -0.167
Cl -6.587 1.307 -2.043
P 2.518 -0.960 1.261
O -1.511 -0.098 1.372
O 1.141 -1.601 0.978
O -0.791 1.206 -1.019
O 3.286 -1.429 2.446
N 1.316 -2.203 -2.036
N 3.883 -2.235 -0.727
N 1.583 0.513 3.183
C -2.637 1.956 -2.249
C -3.998 1.992 -2.491
C -2.123 1.199 -1.205
C -3.024 0.517 -0.377
C -4.888 1.270 -1.698
C -4.406 0.539 -0.651
C -2.625 -0.131 0.843
C 3.562 -0.881 -0.214
C 2.123 0.769 1.792
C 0.411 -1.548 -1.782
H 2.337 -2.532 -1.870
H -4.384 2.579 -3.315
H 4.462 -0.346 0.092
H 4.071 -2.882 0.033
H 3.043 1.340 1.896
H -5.090 -0.009 -0.013
H 2.189 -0.224 3.580
H -3.414 -0.681 1.373
H 0.638 0.129 3.142
H 3.062 -0.296 -0.985
H 1.401 1.346 1.227
H -1.943 2.504 -2.872
H 4.729 -2.197 -1.284
H 1.581 1.336 3.779
*
```

Atomic partial charges in e from the Mulliken method, atoms 1 to 5:
1. Pd 0.6407
2. Cl -0.1895
3. P 0.9740
4. O -0.6364
5. O -0.7406

# 4
ORCA calculation (ωB97M-V/def2-TZVPD) on C10H14ClNOSi in the gas phase in a non-equilibrium geometry.

Calculated values
Electronic energy: -1269.12581 Ha
SMILES: C[Si](C)(CCl)O/C=N/c1ccccc1
Strongest force on any atom: 0.07255 hartree/bohr
ΔE to the lowest compared entry with this formula, charge and spin: 22.6 kcal/mol
Gap between HOMO and LUMO: 9.02 eV
E_HOMO: -8.352 eV

```
! RIJCOSX wB97M-V def2-TZVPD def2/J DEFGRID3
* xyz 0 1
Cl 2.626 2.157 1.832
Si 2.266 0.894 -1.003
O 1.031 -0.074 -1.673
N -0.445 -0.172 0.072
C 3.789 -0.149 -1.199
C -3.228 -2.492 0.896
C 2.150 2.650 -1.870
C -2.515 0.089 1.323
C -3.678 -0.410 1.842
C -4.016 -1.666 1.628
C -2.026 -2.086 0.378
C -1.627 -0.683 0.551
C -0.087 -0.360 -1.128
C 1.618 1.051 0.854
H 4.188 -0.478 -2.208
H -1.363 -2.737 -0.102
H 1.597 0.220 1.558
H 4.664 0.166 -0.765
H -0.822 -0.849 -1.715
H 1.255 2.721 -2.368
H 2.340 3.425 -1.090
H -4.929 -2.087 2.003
H -3.585 -3.479 0.929
H -4.293 0.165 2.404
H 2.863 2.663 -2.695
H -2.293 1.123 1.586
H 3.817 -1.168 -0.822
H 0.705 1.564 0.784
*
```

Atomic partial charges in e from the Mulliken method, atoms 1 to 5:
1. Cl -0.2275
2. Si 0.3220
3. O -0.2822
4. N -0.1591
5. C -1.2470

# 5
ORCA calculation (ωB97M-V/def2-TZVPD) on C10H14CrF6NO4S3SiTe as an isolated structure in a non-equilibrium geometry.

Calculated values
Electronic energy: -4140.89819 Ha
Strongest force on any atom: 0.06739 hartree/bohr
ΔE to the lowest compared entry with this formula, charge and spin: 39.0 kcal/mol
Gap between HOMO and LUMO (alpha / beta): 6.89 / 6.42 eV
E_HOMO (alpha / beta): -4.678 / -5.059 eV

```
! RIJCOSX wB97M-V def2-TZVPD def2/J DEFGRID3
* xyz -1 5
Te -0.531 0.988 -2.657
Cr 0.600 -0.395 -0.848
S -0.124 4.314 -2.514
S 0.580 -1.997 -2.428
S 3.157 -1.076 -1.573
Si -0.855 -0.066 2.107
F -0.596 -4.358 -2.736
F 1.373 -4.288 -3.604
F 1.145 -4.410 -1.447
F 1.765 -2.129 0.381
F 3.815 -2.867 0.387
F 3.414 -0.871 1.077
O -0.473 -2.059 -1.310
O 4.549 -1.044 -1.880
O 2.533 0.227 -1.288
O 0.097 -1.660 -3.753
N 2.321 -2.072 -2.378
C 0.408 0.685 0.960
C -0.944 2.934 -1.878
C 0.639 -3.869 -2.572
C -2.566 0.476 1.495
C -0.598 0.511 3.905
C -0.835 -1.961 2.144
C -1.848 3.328 -0.934
C -1.020 5.403 -1.532
C -1.895 4.733 -0.734
C 3.081 -1.788 0.168
H -2.466 2.619 -0.400
H -2.742 1.538 1.682
H -1.397 0.157 4.564
H 0.349 0.134 4.300
H -1.664 -2.361 2.733
H -0.929 -2.355 1.130
H -0.849 6.466 -1.597
H -3.380 -0.086 1.961
H 0.133 1.722 0.740
H 0.090 -2.352 2.573
H -2.559 5.220 -0.033
H -0.570 1.601 3.966
H -2.617 0.311 0.415
H 1.406 0.698 1.410
*
```

Atomic partial charges in e from the Mulliken method, atoms 1 to 5:
1. Te 0.1162
2. Cr -0.1274
3. S -0.1505
4. S 1.1115
5. S 1.0834

# 6
ORCA calculation (ωB97M-V/def2-TZVPD) on an isolated ion of composition C10H14FN2O3 and charge +1 in a non-equilibrium geometry.

Calculated values
Electronic energy: -824.24454 Ha
SMILES: CC(=O)OCC[n+]1ncc(CCO)cc1F
Strongest force on any atom: 0.04286 hartree/bohr
Gap between HOMO and LUMO: 8.20 eV
E_HOMO: -13.301 eV

```
! RIJCOSX wB97M-V def2-TZVPD def2/J DEFGRID3
* xyz 1 1
F 0.537 -1.009 -2.564
O -1.994 2.157 -2.333
O -0.075 3.251 -2.611
O 2.666 -1.270 3.691
N -1.291 -1.044 0.363
N -0.929 -0.847 -0.899
C -2.310 1.197 -1.341
C -1.058 3.100 -1.930
C -1.277 3.948 -0.690
C 2.852 -1.436 2.299
C 0.274 -1.202 -1.291
C 1.277 -1.749 -0.521
C -1.943 -0.236 -1.789
C 0.932 -1.967 0.800
C 1.887 -2.549 1.782
C -0.396 -1.587 1.123
H -0.712 -1.774 2.147
H 2.451 -3.381 1.361
H -1.678 -0.331 -2.838
H -2.313 3.840 -0.358
H 3.890 -1.702 2.077
H -0.978 4.979 -0.845
H -0.638 3.550 0.107
H -1.794 1.389 -0.394
H 2.247 -2.020 -0.914
H -2.833 -0.851 -1.641
H -3.387 1.232 -1.169
H 2.640 -0.471 1.825
H 2.635 -0.334 3.904
H 1.315 -2.884 2.650
*
```

Atomic partial charges in e from the Mulliken method, atoms 1 to 5:
1. F -0.2363
2. O -0.3297
3. O -0.4964
4. O -0.5020
5. N -0.9925

# 7
ORCA calculation (ωB97M-V/def2-TZVPD) on C10H14MnO5 as an isolated structure in a non-equilibrium geometry.

Calculated values
Electronic energy: -1915.72832 Ha
Strongest force on any atom: 0.24746 hartree/bohr
ΔE to the lowest compared entry with this formula, charge and spin: 0.0 kcal/mol
Gap between HOMO and LUMO (alpha / beta): 6.70 / 3.08 eV
E_HOMO (alpha / beta): -15.854 / -15.539 eV

```
! RIJCOSX wB97M-V def2-TZVPD def2/J DEFGRID3
* xyz 2 6
Mn -0.888 -0.271 -1.546
O -3.347 -0.861 -0.035
O -2.008 -0.619 -4.252
O -0.132 -0.006 1.235
O -1.363 2.685 -1.337
O 0.069 -3.092 -1.194
C -1.648 1.524 2.323
C -0.264 -1.989 -1.360
C 3.255 0.770 -3.599
C 3.736 0.923 -2.342
C -0.211 1.239 1.939
C -0.698 -2.026 2.426
C -2.396 -0.634 -0.667
C -1.142 1.547 -1.448
C -1.549 -0.476 -3.195
C 0.414 -1.100 1.982
H 1.076 -1.643 1.292
H 0.962 -0.723 2.866
H -1.242 -2.418 1.561
H 3.835 1.920 -1.892
H -0.263 -2.855 2.990
H -2.277 1.597 1.430
H 2.961 1.646 -4.193
H -2.047 0.742 2.971
H 3.415 -0.167 -4.148
H 0.421 1.204 2.846
H 4.289 0.115 -1.845
H 0.128 2.013 1.236
H -1.403 -1.511 3.081
H -1.683 2.467 2.874
*
```

Atomic partial charges in e from the Mulliken method, atoms 1 to 5:
1. Mn 0.1120
2. O -0.0457
3. O -0.0686
4. O -0.3767
5. O -0.0694

# 8
ORCA calculation (ωB97M-V/def2-TZVPD) on C10H14N2 as an isolated structure in a non-equilibrium geometry.

Calculated values
Electronic energy: -498.84858 Ha
Strongest force on any atom: 0.11610 hartree/bohr
ΔE to the lowest compared entry with this formula, charge and spin: 65.2 kcal/mol
Gap between HOMO and LUMO: 8.91 eV
E_HOMO: -8.283 eV

```
! RIJCOSX wB97M-V def2-TZVPD def2/J DEFGRID3
* xyz 0 1
N 0.160 -1.062 0.810
N -1.351 -1.536 -1.436
C -0.385 1.337 0.576
C 1.208 0.400 2.480
C 1.120 -2.082 0.453
C -1.221 0.661 -0.456
C 2.038 0.677 0.266
C -2.655 0.244 -2.374
C -0.986 -0.657 -0.588
C 0.754 0.307 0.988
C -2.239 -1.070 -2.401
C -2.198 1.134 -1.394
H 1.787 -1.754 -0.479
H -1.017 1.698 1.424
H -2.489 2.256 -1.555
H -3.383 0.585 -3.142
H 0.059 2.268 0.320
H 2.193 0.000 2.591
H 0.636 -2.887 -0.028
H 1.739 0.997 -0.718
H 0.613 -0.237 3.208
H 2.618 1.479 0.691
H -2.398 -1.772 -3.240
H 1.738 -2.269 1.356
H 2.687 -0.129 0.078
H 0.971 1.413 2.570
*
```

Atomic partial charges in e from the Mulliken method, atoms 1 to 5:
1. N -0.3102
2. N -0.4882
3. C -1.2325
4. C -1.8254
5. C -0.9700